{"formula": "C31H77AgF3N4O11", "method": "ωB97M-V with the def2-TZVPD basis set", "orbital_gap_ev": 3.0, "e_lumo_ha": -0.3539, "homo_ev": -12.645, "max_force_ev_per_a": 5.08, "charge": 3, "spin_multiplicity": 1, "elements": ["Ag", "C", "O", "O", "C", "F", "F", "F", "C", "C", "H", "H", "H", "H", "H", "H", "C", "C", "C", "O", "H", "H", "H", "H", "H", "H", "H", "C", "O", "C", "C", "N", "H", "H", "C", "C", "O", "C", "H", "H", "H", "H", "H", "H", "H", "H", "H", "H", "H", "H", "H", "H", "C", "O", "C", "C", "N", "H", "H", "C", "C", "O", "C", "H", "H", "H", "H", "H", "H", "H", "H", "H", "H", "H", "H", "H", "H", "C", "O", "C", "C", "N", "H", "H", "C", "C", "O", "C", "H", "H", "H", "H", "H", "H", "H", "H", "H", "H", "H", "H", "H", "H", "C", "O", "C", "C", "N", "H", "H", "C", "C", "O", "C", "H", "H", "H", "H", "H", "H", "H", "H", "H", "H", "H", "H", "H", "H"], "xyz": [[-6.719, 7.455, 12.190], [-14.430, 9.203, 11.294], [-13.383, 9.783, 10.478], [-14.259, 9.824, 12.538], [-15.867, 9.325, 10.688], [-15.873, 10.224, 9.674], [-16.154, 8.174, 10.067], [-16.889, 9.564, 11.530], [-13.140, 9.365, 9.171], [-11.850, 10.122, 8.678], [-11.825, 11.184, 8.922], [-10.991, 9.605, 9.105], [-11.903, 10.073, 7.590], [-13.824, 9.809, 8.448], [-13.156, 8.302, 8.931], [-14.272, 8.133, 11.428], [-9.585, 9.395, 15.041], [-9.840, 8.935, 13.637], [-10.838, 9.792, 12.836], [-8.677, 8.744, 12.966], [-8.827, 8.923, 15.666], [-10.495, 9.372, 15.641], [-9.159, 10.397, 14.990], [-10.356, 7.987, 13.486], [-11.777, 9.962, 13.362], [-11.219, 9.328, 11.926], [-10.554, 10.810, 12.570], [-8.632, 11.865, 6.925], [-8.624, 11.490, 8.328], [-8.953, 12.474, 9.364], [-9.128, 11.627, 10.671], [-7.865, 10.729, 11.025], [-8.218, 10.123, 11.751], [-7.626, 10.051, 10.316], [-6.580, 11.543, 11.352], [-6.824, 12.919, 12.068], [-7.686, 12.692, 13.217], [-7.003, 12.157, 14.379], [-8.199, 12.852, 6.765], [-9.662, 11.943, 6.574], [-8.184, 11.278, 6.124], [-9.864, 12.867, 8.911], [-8.058, 13.095, 9.395], [-9.991, 10.989, 10.480], [-9.339, 12.436, 11.371], [-6.336, 11.923, 10.360], [-5.793, 10.964, 11.836], [-7.306, 13.598, 11.365], [-5.900, 13.482, 12.196], [-6.892, 11.102, 14.127], [-7.724, 12.291, 15.186], [-6.065, 12.649, 14.637], [-10.189, 6.573, 17.452], [-9.387, 6.406, 18.632], [-8.258, 7.194, 18.484], [-7.701, 7.348, 19.907], [-7.557, 6.022, 20.610], [-8.483, 5.623, 20.667], [-7.024, 5.560, 19.887], [-6.968, 6.099, 22.041], [-8.032, 6.131, 23.138], [-9.059, 5.249, 22.679], [-10.268, 5.370, 23.360], [-9.817, 6.164, 16.512], [-10.403, 7.605, 17.172], [-11.132, 6.037, 17.552], [-8.429, 8.235, 18.213], [-7.572, 6.831, 17.718], [-8.377, 7.857, 20.594], [-6.694, 7.748, 20.026], [-6.089, 6.744, 22.055], [-6.471, 5.132, 22.121], [-8.511, 7.080, 23.379], [-7.675, 5.637, 24.042], [-10.144, 5.420, 24.442], [-10.723, 4.423, 23.069], [-10.942, 6.211, 23.202], [-11.065, 12.897, 16.727], [-11.839, 13.252, 15.619], [-11.502, 12.602, 14.419], [-12.670, 12.823, 13.385], [-13.992, 12.324, 13.937], [-14.011, 11.359, 13.642], [-13.941, 12.246, 14.943], [-15.227, 13.023, 13.606], [-15.378, 14.514, 14.090], [-14.595, 15.316, 13.288], [-14.854, 16.724, 13.392], [-10.015, 13.009, 16.454], [-11.378, 11.875, 16.941], [-11.267, 13.593, 17.541], [-11.332, 11.535, 14.569], [-10.486, 12.823, 14.092], [-12.426, 12.395, 12.413], [-12.830, 13.881, 13.174], [-16.024, 12.404, 14.017], [-15.211, 13.118, 12.520], [-15.111, 14.635, 15.140], [-16.427, 14.772, 13.943], [-14.129, 17.177, 12.716], [-14.450, 17.063, 14.346], [-15.798, 17.221, 13.168], [-11.196, 3.349, 6.357], [-10.256, 3.445, 7.363], [-10.246, 4.775, 8.007], [-9.361, 4.628, 9.269], [-9.508, 5.848, 10.199], [-9.012, 5.522, 11.017], [-8.884, 6.565, 9.858], [-10.869, 6.377, 10.702], [-11.693, 5.335, 11.515], [-11.938, 4.119, 10.744], [-12.822, 3.212, 11.341], [-10.725, 3.937, 5.570], [-12.112, 3.749, 6.792], [-11.346, 2.350, 5.949], [-11.264, 5.079, 8.249], [-9.855, 5.313, 7.144], [-8.301, 4.549, 9.027], [-9.675, 3.733, 9.806], [-11.421, 6.685, 9.814], [-10.592, 7.245, 11.301], [-12.645, 5.831, 11.707], [-11.260, 5.141, 12.497], [-12.785, 2.328, 10.705], [-13.812, 3.658, 11.433], [-12.479, 2.987, 12.351]]}